[1]
The following is a quantum chemistry calculation of 11 unconnected molecules or ions with the total composition C43H81Br2NO9 in a non-equilibrium geometry, from the OMol25 dataset.

Output
HOMO, eV: -9.051
SMILES: c1ccncc1.C1CCOC1.C1CCOC1.C1CCOC1.C1CCOC1.C1CCOC1.C1CCOC1.C1CCOC1.C1CCOC1.C1CCOC1.BrCCBr
Electronic energy, eV: -205900.5505
Net charge: 0
Largest force on an atom, eV/A: 2.90
Gap between HOMO and LUMO, hartree: 0.3513
LUMO energy, eV: 0.508
Spin multiplicity: 1

Bonds (Å) are listed after each position.
Atoms and positions in Å:
1 Br -8.33 -11.45 19.09  C2 1.997
2 C -9.60 -12.77 18.29  Br1 1.997, C3 1.544, H5 1.090, H6 1.090
3 C -10.82 -12.81 19.22  C2 1.544, Br4 1.989, H7 1.090, H8 1.090
4 Br -12.15 -14.19 18.69  C3 1.989
5 H -9.14 -13.76 18.25  C2 1.090
6 H -10.02 -12.51 17.32  C2 1.090
7 H -11.30 -11.83 19.22  C3 1.090
8 H -10.58 -13.00 20.27  C3 1.090
9 N -9.92 -15.81 16.24  C10 1.360, C14 1.374
10 C -8.64 -16.27 16.36  N9 1.360, C11 1.409, H15 1.080
11 C -8.27 -17.49 16.97  C10 1.409, C12 1.422, H16 1.080
12 C -9.33 -18.28 17.49  C11 1.422, C13 1.395, H17 1.080
13 C -10.64 -17.81 17.50  C12 1.395, C14 1.424, H18 1.080
14 C -10.90 -16.58 16.81  N9 1.374, C13 1.424, H19 1.080
15 H -7.89 -15.64 15.90  C10 1.080
16 H -7.30 -17.95 16.98  C11 1.080
17 H -9.08 -19.19 18.01  C12 1.080
18 H -11.43 -18.40 17.94  C13 1.080
19 H -11.91 -16.22 16.74  C14 1.080
20 C -5.52 -8.24 12.28  C21 1.540, C24 1.544, H25 1.090, H26 1.090
21 C -4.50 -9.34 12.64  C20 1.540, C22 1.512, H27 1.090, H28 1.090
22 C -3.89 -9.72 11.31  C21 1.512, O23 1.399, H29 1.090, H30 1.090
23 O -4.00 -8.55 10.55  C22 1.399, C24 1.415
24 C -5.06 -7.68 10.92  C20 1.544, O23 1.415, H31 1.090, H32 1.090
25 H -5.59 -7.52 13.10  C20 1.090
26 H -6.53 -8.60 12.14  C20 1.090
27 H -5.13 -10.10 13.09  C21 1.090
28 H -3.75 -8.94 13.32  C21 1.090
29 H -4.42 -10.57 10.89  C22 1.090
30 H -2.88 -10.10 11.45  C22 1.090
31 H -5.80 -7.63 10.12  C24 1.090
32 H -4.68 -6.69 11.18  C24 1.090
33 C -14.52 -13.60 13.80  C34 1.533, C37 1.540, H38 1.090, H39 1.090
34 C -13.29 -14.14 14.54  C33 1.533, C35 1.521, H40 1.090, H41 1.090
35 C -13.04 -13.04 15.55  C34 1.521, O36 1.408, H42 1.090, H43 1.090
36 O -13.62 -11.85 15.06  C35 1.408, C37 1.437
37 C -14.26 -12.08 13.79  C33 1.540, O36 1.437, H44 1.090, H45 1.090
38 H -15.41 -13.85 14.38  C33 1.090
39 H -14.62 -13.97 12.78  C33 1.090
40 H -12.47 -14.34 13.85  C34 1.090
41 H -13.37 -15.17 14.89  C34 1.090
42 H -11.95 -12.95 15.54  C35 1.090
43 H -13.42 -13.23 16.55  C35 1.090
44 H -13.58 -11.80 12.99  C37 1.090
45 H -15.21 -11.55 13.68  C37 1.090
46 C -6.73 -11.76 15.06  C47 1.567, C50 1.504, H51 1.090, H52 1.090
47 C -8.22 -11.48 14.66  C46 1.567, C48 1.557, H53 1.090, H54 1.090
48 C -8.80 -12.91 14.46  C47 1.557, O49 1.452, H55 1.090, H56 1.090
49 O -7.66 -13.81 14.40  C48 1.452, C50 1.446
50 C -6.42 -13.07 14.39  C46 1.504, O49 1.446, H57 1.090, H58 1.090
51 H -6.58 -11.80 16.14  C46 1.090
52 H -6.10 -10.96 14.68  C46 1.090
53 H -8.35 -11.05 13.67  C47 1.090
54 H -8.88 -10.79 15.19  C47 1.090
55 H -9.43 -13.03 13.57  C48 1.090
56 H -9.39 -13.21 15.33  C48 1.090
57 H -5.92 -13.05 13.41  C50 1.090
58 H -5.71 -13.57 15.05  C50 1.090
59 C -5.07 -15.25 19.00  C60 1.522, C63 1.526, H64 1.090, H65 1.090
60 C -3.68 -15.77 18.65  C59 1.522, C61 1.486, H66 1.090, H67 1.090
61 C -3.04 -14.55 18.08  C60 1.486, O62 1.404, H68 1.090, H69 1.090
62 O -4.09 -13.87 17.45  C61 1.404, C63 1.444
63 C -5.41 -14.25 17.90  C59 1.526, O62 1.444, H70 1.090, H71 1.090
64 H -5.17 -14.72 19.95  C59 1.090
65 H -5.78 -16.07 19.10  C59 1.090
66 H -3.78 -16.55 17.89  C60 1.090
67 H -3.07 -16.11 19.49  C60 1.090
68 H -2.29 -14.87 17.35  C61 1.090
69 H -2.55 -13.95 18.84  C61 1.090
70 H -5.91 -14.89 17.17  C63 1.090
71 H -6.02 -13.45 18.30  C63 1.090
72 C -2.61 -12.90 12.73  C73 1.511, C76 1.525, H77 1.090, H78 1.090
73 C -2.66 -13.68 11.44  C72 1.511, C74 1.518, H79 1.090, H80 1.090
74 C -3.64 -14.81 11.70  C73 1.518, O75 1.443, H81 1.090, H82 1.090
75 O -3.76 -14.83 13.14  C74 1.443, C76 1.446
76 C -2.78 -13.99 13.78  C72 1.525, O75 1.446, H83 1.090, H84 1.090
77 H -3.47 -12.22 12.79  C72 1.090
78 H -1.71 -12.28 12.76  C72 1.090
79 H -1.71 -14.10 11.11  C73 1.090
80 H -3.02 -13.06 10.61  C73 1.090
81 H -3.35 -15.80 11.35  C74 1.090
82 H -4.63 -14.65 11.27  C74 1.090
83 H -1.83 -14.53 13.82  C76 1.090
84 H -3.00 -13.70 14.81  C76 1.090
85 C -8.08 -12.86 9.03  C86 1.490, C89 1.560, H90 1.090, H91 1.090
86 C -8.51 -12.43 10.39  C85 1.490, C87 1.546, H92 1.090, H93 1.090
87 C -7.24 -11.67 10.82  C86 1.546, O88 1.428, H94 1.090, H95 1.090
88 O -6.16 -12.45 10.29  C87 1.428, C89 1.433
89 C -6.68 -13.44 9.41  C85 1.560, O88 1.433, H96 1.090, H97 1.090
90 H -8.02 -12.01 8.35  C85 1.090
91 H -8.78 -13.64 8.71  C85 1.090
92 H -8.72 -13.18 11.15  C86 1.090
93 H -9.36 -11.75 10.47  C86 1.090
94 H -6.98 -11.59 11.88  C87 1.090
95 H -7.29 -10.64 10.47  C87 1.090
96 H -6.72 -14.35 10.02  C89 1.090
97 H -6.02 -13.60 8.56  C89 1.090
98 C -6.99 -18.67 12.39  C99 1.496, C102 1.572, H103 1.090, H104 1.090
99 C -8.32 -18.07 12.74  C98 1.496, C100 1.542, H105 1.090, H106 1.090
100 C -8.00 -16.56 12.81  C99 1.542, O101 1.426, H107 1.090, H108 1.090
101 O -7.29 -16.39 11.58  C100 1.426, C102 1.467
102 C -6.40 -17.55 11.46  C98 1.572, O101 1.467, H109 1.090, H110 1.090
103 H -7.09 -19.63 11.89  C98 1.090
104 H -6.37 -18.83 13.28  C98 1.090
105 H -8.66 -18.41 13.72  C99 1.090
106 H -9.05 -18.46 12.04  C99 1.090
107 H -7.33 -16.30 13.63  C100 1.090
108 H -8.85 -15.88 12.79  C100 1.090
109 H -5.39 -17.26 11.73  C102 1.090
110 H -6.45 -17.90 10.43  C102 1.090
111 C -4.92 -7.02 17.59  C112 1.550, C115 1.563, H116 1.090, H117 1.090
112 C -5.31 -7.98 16.43  C111 1.550, C113 1.556, H118 1.090, H119 1.090
113 C -6.34 -8.92 17.12  C112 1.556, O114 1.432, H120 1.090, H121 1.090
114 O -7.12 -8.00 17.89  C113 1.432, C115 1.475
115 C -6.32 -6.82 18.25  C111 1.563, O114 1.475, H122 1.090, H123 1.090
116 H -4.51 -6.04 17.35  C111 1.090
117 H -4.15 -7.45 18.23  C111 1.090
118 H -4.50 -8.52 15.95  C112 1.090
119 H -5.85 -7.56 15.59  C112 1.090
120 H -5.91 -9.61 17.85  C113 1.090
121 H -6.91 -9.56 16.45  C113 1.090
122 H -6.34 -6.65 19.33  C115 1.090
123 H -6.74 -5.92 17.81  C115 1.090
124 C -12.20 -8.66 12.95  C125 1.501, C128 1.561, H129 1.090, H130 1.090
125 C -11.70 -7.99 11.70  C124 1.501, C126 1.515, H131 1.090, H132 1.090
126 C -10.97 -9.09 10.95  C125 1.515, O127 1.427, H133 1.090, H134 1.090
127 O -10.24 -9.66 12.03  C126 1.427, C128 1.414
128 C -11.06 -9.70 13.19  C124 1.561, O127 1.414, H135 1.090, H136 1.090
129 H -13.10 -9.16 12.60  C124 1.090
130 H -12.34 -8.09 13.87  C124 1.090
131 H -11.03 -7.19 12.02  C125 1.090
132 H -12.41 -7.52 11.03  C125 1.090
133 H -10.41 -8.68 10.11  C126 1.090
134 H -11.58 -9.87 10.50  C126 1.090
135 H -10.44 -9.44 14.05  C128 1.090
136 H -11.53 -10.66 13.39  C128 1.090

Atom charges from the Mulliken analysis, given in e for atoms 1 to 6:
1 Br -0.14
2 C 0.15
3 C -0.78
4 Br -0.19
5 H 0.07
6 H -0.01

=====

[2]
The following is a quantum chemistry calculation of 2 unconnected molecules or ions with the total composition C3H4N2O, from the OMol25 dataset.

Output
HOMO, eV: -9.528
SMILES: C#[N+][O-].C#CN
Electronic energy, eV: -8198.3557
Net charge: 0
Largest force on an atom, eV/A: 0.85
Gap between HOMO and LUMO, hartree: 0.3717
LUMO energy, eV: 0.585
Spin multiplicity: 1

Bonds (Å) are listed after each position.
Atoms and positions in Å:
1 N 1.67 0.06 -0.11  C2 1.368, H7 1.014, H8 1.014
2 C 0.86 -1.04 -0.17  N1 1.368, C3 1.204
3 C 0.09 -1.97 -0.20  C2 1.204, H9 1.067
4 O -3.34 1.09 0.44  N5 1.205
5 N -2.16 1.31 0.34  O4 1.205, C6 1.160
6 C -1.04 1.57 0.24  N5 1.160, H10 1.075
7 H 2.01 0.34 -1.02  N1 1.014
8 H 2.45 -0.07 0.52  N1 1.014
9 H -0.57 -2.80 -0.24  C3 1.067
10 H 0.04 1.52 0.19  C6 1.075

Atom charges from the Mulliken analysis, given in e for atoms 1 to 6:
1 N -0.58
2 C 0.20
3 C -0.55
4 O -0.60
5 N 0.46
6 C -0.23

=====

[3]
The following is a quantum chemistry calculation of a single C4H6N2O molecule in a non-equilibrium geometry, from the OMol25 dataset.

Output
HOMO, eV: -8.686
SMILES: Cc1cc(O)n[nH]1
Electronic energy, eV: -9272.2965
Net charge: 0
Largest force on an atom, eV/A: 1.32
Gap between HOMO and LUMO, hartree: 0.3521
LUMO energy, eV: 0.896
Spin multiplicity: 1

Bonds (Å) are listed after each position.
Atoms and positions in Å:
1 C 0.51 -1.78 -0.81  C2 1.485, H8 1.094, H9 1.095, H10 1.090
2 C 0.12 -0.46 -0.25  C1 1.485, C3 1.384, N7 1.349
3 C -0.07 0.79 -0.81  C2 1.384, C4 1.416, H11 1.083
4 C -0.42 1.59 0.30  C3 1.416, O5 1.348, N6 1.317
5 O -0.58 2.91 0.53  C4 1.348, H12 0.983
6 N -0.49 0.89 1.42  C4 1.317, N7 1.336
7 N -0.11 -0.34 1.08  C2 1.349, N6 1.336, H13 1.004
8 H -0.33 -2.47 -0.79  C1 1.094
9 H 1.33 -2.21 -0.22  C1 1.095
10 H 0.85 -1.66 -1.84  C1 1.090
11 H 0.05 1.04 -1.86  C3 1.083
12 H -0.59 2.80 1.50  O5 0.983
13 H -0.28 -1.07 1.75  N7 1.004

Atom charges from the Mulliken analysis, given in e for atoms 1 to 6:
1 C -1.13
2 C 0.58
3 C -0.58
4 C 0.43
5 O -0.53
6 N -0.91

=====

[4]
The following is a quantum chemistry calculation of 4 unconnected molecules or ions with the total composition C4H12O3 in a non-equilibrium geometry, from the OMol25 dataset.

Output
HOMO, eV: -7.888
Electronic energy, eV: -10478.7321
Net charge: 0
Largest force on an atom, eV/A: 3.00
Gap between HOMO and LUMO, hartree: 0.1480
LUMO energy, eV: -3.862
Spin multiplicity: 1

Bonds (Å) are listed after each position.
Atoms and positions in Å:
1 C -2.13 -0.13 0.91  C2 1.466, O5 1.207, H6 1.115
2 C -1.05 -0.36 -0.07  C1 1.466, C3 1.493, C4 1.462
3 C -1.44 -0.26 -1.51  C2 1.493, H8 1.097, H9 1.096, H10 1.087
4 C 0.14 -1.01 0.46  C2 1.462, H11 1.107, H12 1.096, H13 1.088
5 O -3.28 0.11 0.64  C1 1.207
6 H -1.87 -0.31 1.98  C1 1.115
7 H -0.38 3.04 -0.41  H15 0.734
8 H -1.33 -1.23 -1.99  C3 1.097
9 H -0.83 0.50 -2.01  C3 1.096
10 H -2.51 -0.06 -1.48  C3 1.087
11 H 0.82 -0.37 1.06  C4 1.107
12 H 0.81 -1.27 -0.37  C4 1.096
13 H -0.17 -1.94 0.93  C4 1.088
14 H 3.45 -1.63 1.50  O16 0.965
15 H -0.80 2.63 -0.84  H7 0.734
16 O 2.85 -1.11 0.94  H14 0.965
17 H 2.70 1.91 0.14  O19 0.955
18 H 2.67 0.37 0.36  O19 1.013
19 O 2.35 1.11 -0.24  H17 0.955, H18 1.013

Atom charges from the Mulliken analysis, given in e for atoms 1 to 6:
1 C -0.02
2 C 1.02
3 C -1.14
4 C -1.47
5 O -0.41
6 H 0.38

=====

[5]
The following is a quantum chemistry calculation of a gas-phase ion, H4O2P3 (charge -1) in a non-equilibrium geometry, from the OMol25 dataset.

Output
HOMO, eV: -3.601
SMILES: O=P#[PH][PH3][O-]
Electronic energy, eV: -32025.6225
Net charge: -1
Largest force on an atom, eV/A: 4.30
Gap between HOMO and LUMO, hartree: 0.2874
LUMO energy, eV: 4.219
Spin multiplicity: 1

Bonds (Å) are listed after each position.
Atoms and positions in Å:
1 O -3.04 -0.17 0.67  P5 1.480
2 O 0.32 -1.56 0.18  P3 1.443
3 P 1.13 -0.45 -0.26  O2 1.443, P4 2.568, H6 1.330, H7 1.395, H8 1.419
4 P -0.69 1.35 -0.08  P3 2.568, P5 2.061, H9 1.342
5 P -2.14 -0.05 -0.49  O1 1.480, P4 2.061
6 H 2.30 -1.08 -0.30  P3 1.330
7 H 1.14 -0.19 -1.63  P3 1.395
8 H 1.69 0.42 0.71  P3 1.419
9 H -0.70 1.74 1.20  P4 1.342

Atom charges from the Mulliken analysis, given in e for atoms 1 to 6:
1 O -0.52
2 O -0.63
3 P 0.17
4 P -0.29
5 P 0.23
6 H -0.03

=====

Across the entries above, energy relative to the best compared isomer or geometry (same formula, charge and spin) takes the values 0.0; 533.5; 116.3; 618.2; 270.0 kJ/mol, respectively.
Across the entries above, M takes the values 915.93; 84.08; 98.10; 108.14; 128.95 g mol⁻¹, respectively.